Molecular formula: C40H62BrN6O5
Method: DFT, ωB97M-V with the def2-TZVPD basis set

For the HOMO energy, the calculation gives -10.4377 eV. Its net charge is +1.

Element x y z (Å)
Br  3.6781  1.9088  2.4214
O  -7.4339  3.4933  -0.0847
O  6.2927  -0.2709  -5.6891
O  -7.9211  2.0756  -1.6350
O  2.2481  -1.4367  -0.6941
O  7.9796  -1.6129  -5.7484
N  7.4893  -0.4962  -5.7121
N  -7.2844  3.0167  -1.1963
N  -0.8433  -0.6087  2.6742
N  0.9739  -1.1475  1.3159
N  -0.9116  -0.2187  4.0201
N  0.8860  1.0831  2.2551
C  5.9939  -0.9223  -1.4555
C  -5.5091  4.6817  -1.5961
C  2.6492  -3.9386  -4.2221
C  4.8951  -2.2912  -3.2640
C  10.1232  2.8097  -5.5975
C  -5.1335  1.1792  2.8586
C  -6.6561  1.3457  2.4740
C  0.3427  -2.4989  1.2035
C  8.4021  0.6507  -5.6872
C  10.6342  1.5206  -5.6877
C  3.5943  0.1662  4.9594
C  -7.6358  0.5299  3.4330
C  6.0992  -1.6462  -2.7021
C  -10.0974  0.4610  4.4010
C  -10.3591  -1.0111  3.9064
C  0.5609  -3.3705  2.5252
C  -2.6555  1.1818  2.1485
C  -4.3900  4.7859  -3.7233
C  2.3430  -2.8390  -3.1419
C  7.2569  -0.1892  -0.8600
C  4.7178  -0.8295  -0.7181
C  -6.2701  3.6207  -2.0676
C  1.6692  -4.4992  2.3057
C  -2.0418  -0.2329  1.8575
C  -9.0224  1.2536  3.5699
C  -5.1515  3.7185  -4.1837
C  1.6065  -1.6325  -3.9220
C  2.3459  -0.1532  4.0007
C  8.7495  3.0174  -5.5603
C  0.3804  -0.2514  2.0604
C  2.2448  -0.8643  0.5974
C  9.7726  0.4337  -5.7324
C  -0.7883  -4.1525  2.8414
C  -4.1684  1.1417  1.5944
C  7.8818  1.9356  -5.6074
C  3.5291  -1.4677  -1.2556
C  -6.0953  3.1293  -3.3542
C  -4.5651  5.2643  -2.4303
C  2.0050  1.1765  3.2339
C  3.6489  -2.1893  -2.5368
H  1.4724  -1.8616  -5.0103
H  -6.8380  1.0292  1.4160
H  -7.1693  0.3071  4.4270
H  -9.5521  -1.6908  4.2854
H  1.1759  -5.5055  2.3384
H  2.6845  -0.9894  3.3418
H  -4.8786  2.0517  3.5295
H  2.2044  -4.3981  1.3252
H  6.8135  2.1073  -5.5780
H  -11.3272  -1.3865  4.3242
H  3.4841  -0.3964  5.9259
H  11.7053  1.3633  -5.7194
H  7.6679  0.5218  -1.6195
H  10.1801  -0.5669  -5.7995
H  1.5299  -0.4789  4.7028
H  1.6228  -3.1691  -2.3557
H  -4.3649  0.1416  1.1131
H  -1.7972  -0.5291  4.4163
H  -6.6838  2.2986  -3.7218
H  -0.9801  -4.8243  1.9550
H  4.9743  -2.8257  -4.2329
H  -4.9715  0.2553  3.4911
H  -8.8397  2.2257  4.1194
H  -11.0682  1.0270  4.2812
H  4.5583  -0.0866  4.4439
H  -1.6379  -3.4336  2.9477
H  3.3626  -4.7323  -3.8865
H  -6.9213  2.4269  2.6372
H  0.8091  -3.0998  0.3767
H  7.0059  0.4025  0.0561
H  3.0467  -1.3751  1.2123
H  -7.8355  -0.4733  2.9502
H  -3.9677  6.0949  -2.0742
H  -5.6408  5.0635  -0.5916
H  1.1047  1.5507  1.3740
H  -0.6785  -4.8250  3.7341
H  -2.7447  1.4466  3.2282
H  -9.4834  1.5293  2.5878
H  7.9854  -1.0118  -0.6169
H  -1.6970  -0.2110  0.7792
H  -2.1634  2.0286  1.6113
H  3.0014  -3.4434  -5.1708
H  2.4482  0.2294  0.4919
H  4.6841  -0.2567  0.2334
H  0.6155  -1.4026  -3.4586
H  -3.6575  5.2479  -4.3756
H  1.7006  -4.4743  -4.5176
H  7.0299  -1.7501  -3.3045
H  -5.0111  3.3477  -5.1918
H  2.4475  -4.4926  3.1097
H  -0.7435  -2.4259  0.9253
H  0.8779  -2.7036  3.3636
H  -0.7540  0.7839  4.1558
H  10.7988  3.6566  -5.5551
H  2.2556  -0.7126  -3.8786
H  -9.8996  0.4669  5.5116
H  8.3553  4.0240  -5.4916
H  -10.4649  -1.0389  2.7875
H  3.5787  1.2535  5.2489
H  -2.7989  -1.0610  1.9065
H  1.7021  1.9462  3.9967
H  -4.3737  1.9950  0.8965